1.
Computed, not measured: C7H10N2O in the gas phase at a distorted geometry, with wB97M-V/def2-TZVPD.

Positions of all 20 atoms, in Å:
C  -0.49727  0.92720  -1.06673
C  -1.55418  0.24321  -0.30905
C  1.75700  -0.97193  1.18452
C  0.63367  0.46315  -0.56510
C  0.45354  -0.50645  1.92447
C  1.91765  0.36955  -1.37051
C  -0.47121  -1.63176  2.38768
N  0.77730  -0.28775  0.55518
N  -0.61247  1.65743  -2.20826
O  -2.66249  0.18434  -1.03897
H  0.36261  0.32472  2.64838
H  2.07781  1.25295  -1.90401
H  2.69470  0.21699  -0.64556
H  1.76306  -0.56559  -1.98298
H  -0.74064  -1.49820  3.38335
H  0.06144  -2.63094  2.37952
H  -1.45736  -1.47232  1.87320
H  -1.48058  2.07564  -2.32088
H  0.27547  2.06947  -2.51799
H  -3.29805  -0.21971  -0.40626

Force components x, y, z for each atom (eV/Å):
-2.05 -0.75 1.57
-0.20 0.99 -0.65
-1.96 2.07 -0.61
2.80 -0.76 -1.59
-0.04 -1.17 0.99
-1.49 -1.59 0.84
-0.13 -0.17 -2.02
1.65 -1.76 3.21
2.25 -0.81 -0.22
-0.75 -0.17 0.95
0.78 0.09 -0.85
0.45 1.09 -1.29
0.66 -0.15 -0.08
0.61 1.15 0.21
-0.13 0.53 2.04
-1.06 0.94 -0.71
0.95 -1.07 -0.05
-1.29 1.20 -0.64
-1.30 0.13 -0.08
0.25 0.20 -1.03

- Energy above the lowest of the compared OMol25 structures with the same formula, charge and spin: 175.96 kcal/mol
- E_tot: -457.22838 Eh
- Charge: 0
- Kohn-Sham gap: 8.21 eV

2.
Computed, not measured: C22H60F3HfN4O12S as an isolated structure at a distorted geometry, with wB97M-V/def2-TZVPD.

Positions of all 103 atoms, in Å:
Hf  4.49293  -1.26387  1.85225
C  0.50857  -0.57666  -0.72310
F  1.16620  -1.52180  -1.41791
F  -0.11207  0.23775  -1.53482
F  -0.34712  -1.13428  0.10206
S  1.78976  0.39975  0.23323
O  2.17711  1.45807  -0.62713
O  1.24540  0.76521  1.52128
O  2.93173  -0.55746  0.46602
C  0.44775  3.68130  -2.61636
O  1.85245  3.40904  -2.54967
H  -0.05373  2.74346  -2.88943
H  0.06410  3.89957  -1.60690
H  0.20411  4.50439  -3.27251
H  1.90747  2.59012  -2.05248
C  -5.82825  2.48786  -5.14487
C  -5.50201  2.95559  -3.74740
C  -4.20119  2.38441  -3.23786
O  -3.89288  3.01004  -1.99811
C  -3.08285  2.27118  -1.14135
N  -5.44248  4.41694  -3.68759
H  -6.29735  1.50756  -5.15451
H  -4.90250  2.47361  -5.72901
H  -6.46776  3.19742  -5.66690
H  -6.31092  2.61580  -3.06844
H  -3.39087  2.66076  -3.93223
H  -4.20712  1.29733  -3.11010
H  -3.68703  1.50222  -0.61493
H  -2.76776  2.90986  -0.31594
H  -2.25760  1.69976  -1.58255
H  -6.37484  4.81172  -3.73206
H  -5.00459  4.69139  -2.81203
C  0.49160  -1.56227  4.39017
C  1.63444  -2.03928  3.54545
C  1.16295  -2.81396  2.34416
O  2.26812  -2.98183  1.41703
C  1.87918  -4.05081  0.54929
N  2.60735  -0.92168  3.21860
H  0.73024  -0.80372  5.13753
H  0.10081  -2.41694  4.95011
H  -0.37031  -1.21658  3.80770
H  2.15730  -2.78437  4.16173
H  0.40351  -2.22287  1.82880
H  0.80759  -3.79628  2.63780
H  2.53581  -4.12180  -0.32348
H  0.89678  -3.85077  0.11691
H  1.88401  -5.01937  1.04987
H  2.66392  -0.47070  4.14425
H  2.03433  -0.19034  2.72406
C  -3.09425  -2.75576  1.71161
C  -3.70294  -1.51456  1.08359
C  -4.99702  -1.74050  0.34565
O  -5.48172  -0.47441  -0.02544
C  -6.79089  -0.53924  -0.58124
N  -3.89450  -0.53752  2.17677
H  -3.76605  -3.13586  2.47542
H  -2.16581  -2.43618  2.20636
H  -2.80211  -3.52000  0.98696
H  -3.02358  -1.01781  0.36610
H  -5.78279  -2.30371  0.86008
H  -4.68906  -2.33088  -0.53821
H  -6.81677  -1.24570  -1.41619
H  -7.03432  0.45248  -0.95761
H  -7.53470  -0.80284  0.17564
H  -4.45290  0.22664  1.79803
H  -2.99255  -0.11218  2.39188
C  5.09359  -4.51578  -1.75453
C  5.23815  -3.05615  -1.34595
C  4.47479  -2.19019  -2.31599
O  4.73024  -0.81718  -2.15215
C  4.25606  -0.06406  -3.28446
N  4.85211  -2.95081  0.18200
H  5.66932  -4.68074  -2.65724
H  4.03885  -4.77131  -1.87545
H  5.45414  -5.15778  -0.94633
H  6.28137  -2.74422  -1.43595
H  3.39078  -2.36464  -2.28314
H  4.85119  -2.53674  -3.28805
H  4.80546  -0.30330  -4.19847
H  4.39272  0.99167  -3.06659
H  3.19540  -0.25553  -3.47115
H  5.42905  -3.72062  0.54844
H  3.91439  -3.35807  0.12895
C  4.51369  2.06059  1.36836
C  5.53739  1.58292  0.42298
O  5.48911  0.11075  0.33177
O  4.28725  1.01368  2.38450
H  3.55791  2.22383  0.88059
H  4.77966  3.00044  1.84761
H  6.54723  1.83483  0.75547
H  5.42917  2.03307  -0.56231
H  5.98784  -0.12596  -0.47606
H  3.90117  1.43217  3.16912
C  -1.86826  2.00000  3.82208
C  -1.48466  3.40180  3.41687
O  -0.07253  3.44822  3.24340
O  -1.51430  1.03755  2.82253
H  -2.95047  1.95007  3.92974
H  -1.39030  1.75082  4.77426
H  -1.77484  4.03367  4.27074
H  -2.08385  3.76331  2.57769
H  0.14455  4.25691  2.76914
H  -0.62571  1.21042  2.49951

Force components x, y, z for each atom (eV/Å):
-4.85 2.87 -4.27
0.34 -0.14 -0.27
-0.27 0.21 0.18
0.16 -0.02 0.01
-0.03 -0.18 0.13
-0.63 0.78 0.39
0.27 -0.13 -0.21
-0.18 -0.21 -0.07
1.91 -1.59 1.01
-0.11 -1.01 1.10
-0.12 0.31 -0.25
-0.26 0.41 -0.51
0.06 0.31 -0.18
0.24 -0.03 -0.26
0.15 0.26 -0.17
0.42 0.10 -0.54
-0.77 0.28 0.48
0.77 0.37 0.13
0.14 0.21 -0.11
-0.91 -1.07 1.37
0.21 -0.45 0.32
0.05 -0.08 -0.04
-0.09 -0.19 -0.07
-0.22 -0.04 0.17
0.21 -0.07 -0.04
-0.16 -0.23 -0.12
-0.31 0.00 -0.15
0.03 0.03 -0.33
0.42 0.26 -0.33
0.17 0.56 -0.39
0.11 0.11 -0.15
-0.10 0.18 -0.16
-1.38 -0.10 0.20
0.72 -1.39 0.83
0.38 1.38 -0.41
0.27 -0.26 0.81
0.06 -0.42 -0.99
-0.09 -0.08 0.28
0.25 0.01 -0.09
0.11 0.05 0.04
0.25 0.32 -0.08
0.53 0.43 -0.06
-0.21 -0.43 -0.01
-0.27 0.03 0.14
0.03 0.09 0.13
-0.06 0.03 0.23
-0.02 0.10 0.18
0.71 -0.22 -0.16
0.30 -0.40 -0.34
0.54 0.31 -0.37
0.15 1.12 1.03
0.33 -0.31 -0.66
-0.28 0.05 -0.27
0.17 0.23 -0.09
-0.11 0.10 -0.19
-0.01 -0.21 -0.02
-0.09 -0.08 0.14
-0.30 -0.11 -0.01
0.03 -0.61 -0.25
0.27 0.00 0.42
-0.49 0.05 -0.07
-0.10 -0.05 0.07
0.06 0.01 0.01
0.08 -0.17 -0.02
-0.10 -0.18 0.15
-0.31 -0.27 0.01
-0.21 0.20 0.99
0.71 0.56 -0.11
-0.29 0.15 0.08
0.25 0.04 0.07
-0.08 0.18 -0.16
0.12 0.31 0.03
-0.09 -0.27 -0.12
0.07 -0.04 -0.41
0.29 -0.18 -0.30
0.04 -0.08 0.37
0.04 -0.16 -0.01
-0.21 0.09 -0.06
0.12 -0.13 0.16
-0.02 -0.01 0.07
0.02 -0.02 0.16
-0.16 0.19 0.19
0.10 0.12 0.44
-1.40 0.37 0.14
1.70 0.08 -0.04
0.27 -0.33 1.16
1.01 -0.84 -0.02
-0.02 -0.05 0.00
0.34 -0.14 0.15
-0.05 -0.13 0.10
-0.37 -0.24 -0.11
-0.57 -0.50 -0.14
-0.01 -0.15 0.04
0.19 0.05 -0.51
-0.62 0.23 1.25
0.07 -0.08 -0.55
0.17 -0.22 0.07
0.02 -0.09 0.13
-0.05 -0.02 0.01
0.11 0.04 -0.15
0.42 -0.21 -0.37
0.01 0.03 0.08
0.05 0.39 0.10

- Energy above the lowest of the compared OMol25 structures with the same formula, charge and spin: 30.10 kcal/mol
- E_tot: -2740.81120 Eh
- Charge: +3
- Kohn-Sham gap: 1.09 eV

3.
Computed, not measured: a 2-piece molecular cluster, C5H12N2O overall at a distorted geometry, with wB97M-V/def2-TZVPD.

Positions of all 20 atoms, in Å:
C  -1.40506  0.39245  -0.69335
C  -0.98179  1.85354  -0.56464
N  -2.07727  -0.05541  0.50891
C  -0.33881  -0.64103  -1.21168
O  -0.32244  -1.77491  -0.81112
H  -2.15245  0.34558  -1.50204
H  -1.43211  -0.02822  1.28922
H  -2.36300  -1.02933  0.39368
H  0.16772  -0.31853  -2.13741
H  -0.29725  2.12591  -1.36565
H  -1.86305  2.49109  -0.59056
H  -0.48636  2.01683  0.38943
N  1.67030  0.09333  -0.19819
C  1.97653  -0.99645  0.60147
C  1.40308  -1.26608  1.76489
H  1.06896  0.81457  0.24467
H  2.40165  0.40212  -0.81987
H  2.76139  -1.63002  0.21302
H  0.61663  -0.64640  2.16538
H  1.65333  -2.14903  2.32384

Force components x, y, z for each atom (eV/Å):
0.08 -0.62 -0.21
0.04 -0.56 -0.13
-0.21 -0.09 -0.04
-1.26 0.53 -0.24
-0.12 -0.12 -0.12
0.13 0.01 -0.02
-0.02 -0.11 0.06
0.21 0.29 0.12
0.16 -0.09 -0.04
0.02 0.15 -0.10
0.07 0.05 -0.01
0.08 0.14 0.19
-0.46 0.73 0.61
0.48 0.27 0.40
-0.14 -0.18 -0.05
1.19 -0.64 -0.59
-0.22 0.27 0.18
-0.03 -0.10 -0.11
-0.08 0.18 0.09
0.09 -0.15 0.01

- Energy above the lowest of the compared OMol25 structures with the same formula, charge and spin: 57.89 kcal/mol
- E_tot: -382.41027 Eh
- Charge: 0
- Kohn-Sham gap: 9.41 eV
- SMILES: C[C@H](N)C=O.C=CN